The following is a quantum chemistry calculation of a molecular structure, C24H13BCl64FN2O2 in a non-equilibrium geometry, from the OMol25 dataset.

Computed properties:
Frontier orbital gap in eV: 6.5
2S+1: 1
Net charge: +1
Relative energy (zero: lowest compared OMol25 entry of this formula, charge and spin) in kJ/mol: 760.7

Atoms and positions in Å:
O -11.782 9.157 6.653
B -11.121 8.549 5.448
O -10.533 9.412 4.400
C -11.072 6.876 5.432
C -10.281 6.405 6.786
C -10.999 6.369 8.243
C -9.932 5.880 9.341
N -8.541 5.553 9.027
N -7.867 5.533 7.860
C -8.761 5.944 6.789
C -8.035 5.927 5.279
C -6.393 5.896 5.366
C -5.703 7.292 5.877
F -4.818 7.858 4.811
H -11.139 9.057 7.439
H -9.595 9.035 4.275
H -10.626 6.486 4.424
H -12.203 6.509 5.454
H -12.098 6.663 8.495
H -10.308 5.788 10.461
H -7.932 5.277 9.859
H -8.361 4.944 4.687
H -8.399 6.864 4.637
H -6.008 5.649 4.268
H -6.051 4.964 6.028
H -5.127 7.085 6.892
H -6.582 8.054 6.080
C -5.651 2.357 2.924
Cl -4.557 3.135 1.753
Cl -7.213 3.215 2.939
Cl -5.911 0.658 2.456
Cl -4.923 2.421 4.549
C -2.526 0.420 -0.305
Cl -1.705 -0.778 -1.337
Cl -1.462 1.830 -0.071
Cl -4.039 0.941 -1.088
Cl -2.897 -0.313 1.276
C 2.366 -1.629 -2.996
Cl 2.317 -1.053 -4.681
Cl 2.421 -3.410 -2.979
Cl 3.817 -0.983 -2.189
Cl 0.910 -1.072 -2.135
C -0.276 -2.600 3.603
Cl -0.325 -2.023 1.918
Cl -0.221 -4.381 3.620
Cl 1.175 -1.953 4.410
Cl -1.733 -2.042 4.464
C 4.758 -6.219 -5.160
Cl 4.525 -7.468 -6.408
Cl 3.763 -6.611 -3.734
Cl 6.475 -6.163 -4.688
Cl 4.268 -4.633 -5.808
C 1.769 2.009 2.216
Cl 1.537 0.759 0.967
Cl 0.774 1.617 3.641
Cl 3.486 2.065 2.687
Cl 1.279 3.595 1.567
C 10.232 -7.418 -5.755
Cl 9.654 -6.131 -6.843
Cl 11.722 -8.133 -6.419
Cl 10.569 -6.729 -4.147
Cl 8.981 -8.679 -5.610
C 7.984 -4.473 -10.276
Cl 7.752 -5.722 -11.524
Cl 6.989 -4.865 -8.851
Cl 9.701 -4.417 -9.804
Cl 7.494 -2.887 -10.924
C 9.210 1.135 -11.723
Cl 10.063 -0.415 -11.510
Cl 9.556 1.785 -13.346
Cl 7.456 0.876 -11.547
Cl 9.766 2.293 -10.488
C 3.683 -1.533 7.511
Cl 2.446 -2.764 7.868
Cl 5.285 -2.309 7.421
Cl 3.313 -0.754 5.952
Cl 3.689 -0.305 8.802
C -5.733 2.685 9.692
Cl -6.117 2.981 7.978
Cl -6.624 1.251 10.262
Cl -3.982 2.406 9.869
Cl -6.208 4.104 10.661
C 7.806 -12.723 -6.255
Cl 6.630 -11.486 -5.742
Cl 8.624 -12.184 -7.743
Cl 9.014 -12.963 -4.967
Cl 6.956 -14.258 -6.566
C 12.286 5.448 -9.239
Cl 13.107 4.250 -10.271
Cl 13.350 6.858 -9.005
Cl 10.773 5.969 -10.022
Cl 11.915 4.715 -7.657
C -11.085 2.442 1.695
Cl -12.322 1.210 2.052
Cl -9.484 1.666 1.605
Cl -11.455 3.221 0.136
Cl -11.079 3.669 2.986
C 2.960 -2.587 -9.490
Cl 1.985 -1.477 -10.485
Cl 4.681 -2.411 -9.917
Cl 2.732 -2.196 -7.767
Cl 2.442 -4.265 -9.791
C 10.270 -13.920 -1.306
Cl 11.004 -14.130 0.304
Cl 10.484 -12.233 -1.840
Cl 11.061 -15.015 -2.467
Cl 8.531 -14.299 -1.220